{"formula": "C6H7I", "method": "ωB97M-V with the def2-TZVPD basis set", "species": ["C", "C", "C", "C", "C", "C", "I", "H", "H", "H", "H", "H", "H", "H"], "xyz": [[0.33327, 1.21400, 0.12667], [1.68217, 1.12487, 0.23275], [-1.38617, -0.54224, 0.34129], [-1.88482, -1.73551, 0.08461], [-0.53100, 0.26060, -0.61120], [2.35352, 0.10792, -0.49567], [4.34383, -0.17790, 0.05690], [-0.18723, 2.00475, 0.65516], [2.19029, 1.86190, 0.85153], [-2.49983, -2.24482, 0.80640], [-1.70957, -2.25145, -0.84478], [-1.19863, 0.83560, -1.26623], [0.08382, -0.39642, -1.22760], [-1.58963, -0.06128, 1.29016]], "gap_ev": [7.0, 7.0], "relative_energy_ev": 3.023, "total_charge": 0, "multiplicity": 1}